Record 1
The following is a quantum chemistry calculation of a structure of composition C11H23FO4Ti in a non-equilibrium geometry, from the OMol25 dataset.

Geometry as ORCA input:
```
! wB97M-V def2-TZVPD RIJCOSX def2/J DEFGRID3
* xyz -1 4
Ti -9.66 7.03 10.57
C -8.31 10.26 13.26
C -8.15 8.80 12.82
O -8.19 8.60 11.47
H -8.47 10.32 14.34
H -9.15 10.70 12.72
H -7.37 10.79 13.11
H -8.97 8.22 13.32
H -7.21 8.36 13.22
F -9.72 8.46 8.76
C -11.97 9.19 13.28
C -11.90 9.31 11.77
O -11.58 8.37 11.09
C -12.20 10.66 11.18
H -12.76 9.86 13.63
H -11.01 9.41 13.76
H -12.20 8.15 13.50
H -13.29 10.77 11.22
H -11.93 10.65 10.12
H -11.70 11.43 11.76
C -6.65 4.15 8.95
C -7.47 4.72 10.07
O -8.57 5.37 9.78
C -7.05 4.33 11.47
H -6.82 3.05 8.92
H -5.59 4.36 9.09
H -6.99 4.53 7.99
H -7.70 4.83 12.19
H -6.01 4.63 11.62
H -7.16 3.23 11.55
C -10.28 6.12 14.93
C -10.49 5.17 13.79
O -10.29 5.47 12.64
C -11.03 3.79 14.10
H -9.83 5.69 15.82
H -11.24 6.53 15.26
H -9.72 6.96 14.51
H -11.24 3.25 13.17
H -12.06 3.87 14.47
H -10.37 3.20 14.72
*
```

Calculated values
Lowest unoccupied orbital energy (spin up / spin down), Eh: 0.0921 / 0.0908
Kohn-Sham gap (spin up / spin down), eV: 3.45 / 6.61

Mulliken population analysis, charges in e, atoms 1 to 5: number 1, Ti, carries 1.065; number 2, C, carries -1.302; number 3, C, carries 1.408; number 4, O, carries -0.862; number 5, H, carries 0.312



Record 2
The following is a quantum chemistry calculation of a structure of composition C11H23FeP2 in a non-equilibrium geometry, from the OMol25 dataset.

Geometry as ORCA input:
```
! wB97M-V def2-TZVPD RIJCOSX def2/J DEFGRID3
* xyz 0 6
C 0.30 -3.19 -1.66
C -0.11 -3.37 -0.29
C -1.32 -2.65 -0.08
C -1.71 -2.02 -1.31
C -0.73 -2.36 -2.32
Fe 0.58 -1.02 -1.17
P 2.52 -0.85 -2.13
H 1.11 -3.71 -2.17
H 0.42 -3.97 0.45
H -1.87 -2.59 0.86
H -0.80 -2.15 -3.39
H -2.63 -1.47 -1.50
H 2.39 -0.62 -3.54
H 3.32 -2.04 -2.07
H 3.42 0.19 -1.68
C 1.37 2.76 -0.73
C 1.22 1.90 0.52
P 0.10 0.46 0.36
C 0.08 -0.31 2.03
C -0.26 0.60 3.21
C -1.61 1.07 0.04
C -2.05 2.35 0.75
H 1.90 2.24 -1.53
H 1.95 3.66 -0.48
H 0.40 3.10 -1.13
H 2.19 1.46 0.80
H 0.87 2.49 1.38
H -0.63 -1.15 1.98
H 1.08 -0.75 2.16
H -1.31 0.90 3.21
H -0.08 0.05 4.15
H 0.36 1.50 3.25
H -1.67 1.20 -1.05
H -2.29 0.24 0.28
H -1.38 3.19 0.56
H -3.04 2.63 0.39
H -2.13 2.22 1.84
*
```

Calculated values
Lowest unoccupied orbital energy (spin up / spin down), Eh: 0.0269 / 0.0081
Kohn-Sham gap (spin up / spin down), eV: 4.19 / 8.53

Mulliken population analysis, charges in e, atoms 1 to 5: number 1, C, carries -0.969; number 2, C, carries -0.105; number 3, C, carries -0.802; number 4, C, carries -0.610; number 5, C, carries -0.609



Record 3
The following is a quantum chemistry calculation of the ion C11H23N2O2 with charge +1 in a non-equilibrium geometry, from the OMol25 dataset.

Geometry as ORCA input:
```
! wB97M-V def2-TZVPD RIJCOSX def2/J DEFGRID3
* xyz 1 1
C -0.91 0.41 -3.19
C -1.83 0.88 -2.14
C -1.69 0.10 -0.78
C -3.01 0.23 -0.08
C -0.50 0.68 0.12
C -0.35 2.05 0.18
O 0.77 2.62 0.74
C 0.41 -0.33 0.81
C -0.28 -1.62 1.29
C 0.95 0.25 2.15
C 1.64 -0.63 -0.15
O 2.07 0.36 -0.99
C 2.86 -0.96 0.70
N 3.11 -2.15 1.21
N 3.65 0.10 0.92
H -1.55 -0.19 -3.90
H -0.02 -0.16 -3.04
H -0.66 1.23 -3.86
H -2.89 0.78 -2.47
H -1.81 2.00 -1.93
H -1.49 -0.98 -1.14
H -3.76 -0.41 -0.48
H -2.87 -0.22 0.90
H -3.51 1.18 -0.04
H -1.04 2.79 -0.26
H 0.54 3.54 1.08
H -0.61 -2.20 0.38
H 0.51 -2.18 1.74
H -1.09 -1.42 1.93
H 1.18 -0.54 2.84
H 1.68 1.09 2.12
H 0.06 0.65 2.65
H 1.25 -1.53 -0.65
H 1.33 0.88 -1.19
H 2.70 -3.00 0.86
H 3.94 -2.16 1.98
H 3.43 1.01 0.53
H 4.60 -0.04 1.23
*
```

Calculated values
Lowest unoccupied orbital energy, Eh: -0.1104
Kohn-Sham gap, eV: 8.92
Structure (SMILES): CC[C@H](C)/C(=C/O)C(C)(C)[C@@H](O)C(N)=[NH2+]

Mulliken population analysis, charges in e, atoms 1 to 5: number 1, C, carries -1.485; number 2, C, carries -0.465; number 3, C, carries 0.579; number 4, C, carries -1.818; number 5, C, carries -1.189